Entry 1:
This record from the Open Molecules 2025 dataset describes 2 unconnected molecules or ions with the total composition C4H9NO3. The level of theory is the ωB97M-V functional and the def2-TZVPD basis.

Values from the calculation:
energy above the lowest of the compared OMol25 structures with the same formula, charge and spin: 2.870 eV
orbital gap: 10.54 eV
calculated total energy: -438.22359 Eh
total charge: 0
SMILES: C=CC(N)(O)O.C=O
2S+1: 1

```
17
C4H9NO3, DFT the ωB97M-V functional and the def2-TZVPD basis
C 0.560 1.891 0.806
C -0.290 0.887 0.916
C -0.846 0.144 -0.261
N -2.235 0.145 -0.270
O -0.275 -1.406 0.084
O -0.373 0.452 -1.482
H 0.890 2.250 -0.159
H 0.957 2.389 1.678
H -0.614 0.512 1.878
H -2.643 -0.239 -1.113
H -2.669 -0.184 0.583
H -0.536 -1.936 -0.681
H 0.622 0.282 -1.488
C 1.773 -1.304 -0.114
O 1.971 -0.581 -1.095
H 1.839 -0.907 0.909
H 1.868 -2.396 -0.189
```

Want to see where the charge sits? The natural (NBO) charges in e are: -0.346 -0.259 0.656 -0.821 -0.807 -0.720 0.211 0.204 0.212 0.388 0.387 0.471 0.524 0.335 -0.682 0.126 0.121

***

Entry 2:
This record from the Open Molecules 2025 dataset describes C4H9NO3 in the gas phase. The level of theory is the ωB97M-V functional and the def2-TZVPD basis.

Values from the calculation:
energy above the lowest of the compared OMol25 structures with the same formula, charge and spin: 5.467 eV
orbital gap: 7.90 eV
calculated total energy: -438.12814 Eh
total charge: 0
2S+1: 1

```
17
C4H9NO3, DFT the ωB97M-V functional and the def2-TZVPD basis
O 0.499 1.541 -2.302
C 1.025 0.665 -1.328
O 2.101 0.932 -0.848
C -0.093 0.291 -0.032
C 0.053 -1.159 0.458
C -1.014 -1.618 1.438
O -0.852 -0.962 2.677
N -1.349 0.482 -0.439
H 0.971 -0.339 -1.816
H 0.199 0.997 0.741
H 0.993 -1.261 1.011
H 0.103 -1.881 -0.355
H -0.872 -2.701 1.497
H -1.996 -1.319 1.070
H -1.594 -1.062 3.276
H -0.453 1.506 -2.119
H -1.663 1.367 -0.033
```

Want to see where the charge sits? The natural (NBO) charges in e are: -0.693 0.481 -0.466 -0.048 -0.429 -0.054 -0.740 -0.532 0.174 0.217 0.230 0.221 0.169 0.178 0.479 0.477 0.336

***

Entry 3:
This record from the Open Molecules 2025 dataset describes 2 unconnected molecules or ions with the total composition C4H9NO3. The level of theory is the ωB97M-V functional and the def2-TZVPD basis.

Values from the calculation:
energy above the lowest of the compared OMol25 structures with the same formula, charge and spin: 1.498 eV
orbital gap: 10.37 eV
calculated total energy: -438.27403 Eh
total charge: 0
SMILES: CN(C=O)CC=O.O
2S+1: 1

```
17
C4H9NO3, DFT the ωB97M-V functional and the def2-TZVPD basis
C -0.174 -0.977 -1.318
N -0.253 0.300 -0.629
C 0.284 1.412 -1.177
O 0.064 2.536 -0.769
C -1.276 0.486 0.386
C -0.655 0.757 1.739
O -0.967 0.138 2.722
H -0.190 -1.783 -0.587
H -0.970 -1.128 -2.057
H 0.772 -1.052 -1.864
H 0.946 1.256 -2.038
H -1.878 -0.407 0.452
H -1.927 1.313 0.105
H 0.124 1.539 1.780
O 2.166 -1.677 0.788
H 1.763 -0.803 0.744
H 2.169 -1.911 1.724
```

Want to see where the charge sits? The natural (NBO) charges in e are: -0.415 -0.445 0.525 -0.613 -0.335 0.430 -0.506 0.225 0.193 0.220 0.125 0.225 0.239 0.130 -0.942 0.467 0.476

***

Entry 4:
This record from the Open Molecules 2025 dataset describes C4H9NO3 in the gas phase. The level of theory is the ωB97M-V functional and the def2-TZVPD basis.

Values from the calculation:
energy above the lowest of the compared OMol25 structures with the same formula, charge and spin: 2.777 eV
orbital gap: 9.86 eV
calculated total energy: -438.22700 Eh
total charge: 0
SMILES: O=C(O)NCCCO
2S+1: 1

```
17
C4H9NO3, DFT the ωB97M-V functional and the def2-TZVPD basis
O -0.278 -2.201 -1.378
C -0.418 -1.491 -0.383
O 0.366 -1.691 0.724
N -1.512 -0.685 -0.371
C -1.431 0.739 -0.067
C -0.001 1.201 -0.365
C 0.845 1.791 0.874
O 2.151 1.674 0.596
H 0.227 -0.927 1.383
H -2.306 -0.933 -0.809
H -2.253 1.353 -0.465
H -1.449 0.919 1.097
H 0.647 0.324 -0.745
H -0.020 1.940 -1.217
H 0.440 2.807 1.256
H 0.913 1.045 1.766
H 2.495 2.581 0.441
```

Want to see where the charge sits? The natural (NBO) charges in e are: -0.594 0.870 -0.668 -0.669 -0.228 -0.461 -0.054 -0.707 0.485 0.404 0.224 0.156 0.229 0.217 0.174 0.151 0.472

***

Entry 5:
This record from the Open Molecules 2025 dataset describes C4H9NO3 in the gas phase. The level of theory is the ωB97M-V functional and the def2-TZVPD basis.

Values from the calculation:
energy above the lowest of the compared OMol25 structures with the same formula, charge and spin: 2.521 eV
orbital gap: 10.43 eV
calculated total energy: -438.23642 Eh
total charge: 0
SMILES: C[C@@H](O)[C@H](N)C(=O)O
2S+1: 1

```
17
C4H9NO3, DFT the ωB97M-V functional and the def2-TZVPD basis
C -1.710 0.076 -0.217
C -0.439 -0.816 -0.270
O -0.476 -1.752 -1.369
C 0.826 0.078 -0.176
N 1.947 -0.619 0.100
C 0.373 0.856 1.050
O -0.056 0.382 2.119
O 0.857 2.066 0.949
H -1.873 0.556 0.748
H -1.363 0.964 -0.794
H -2.745 -0.288 -0.535
H -0.665 -1.529 0.550
H -0.580 -1.318 -2.178
H 0.880 0.577 -1.121
H 2.775 -0.183 -0.187
H 1.822 -1.474 -0.373
H 0.427 2.423 1.705
```

Want to see where the charge sits? The natural (NBO) charges in e are: -0.666 0.084 -0.721 -0.178 -0.801 0.787 -0.609 -0.647 0.237 0.187 0.241 0.214 0.458 0.185 0.365 0.375 0.489

***

Entry 6:
This record from the Open Molecules 2025 dataset describes a gas-phase ion, C4H9NO3P (charge +1). The level of theory is the ωB97M-V functional and the def2-TZVPD basis.

Values from the calculation:
energy above the lowest of the compared OMol25 structures with the same formula, charge and spin: 0.000 eV
orbital gap: 10.52 eV
calculated total energy: -779.48833 Eh
total charge: +1
SMILES: O=P(O)(O)[N+]1=CCCC1
2S+1: 1

```
18
C4H9NO3P, DFT the ωB97M-V functional and the def2-TZVPD basis
O 1.751 0.475 2.387
P 0.368 0.362 1.991
O -0.362 -0.925 2.551
O -0.582 1.577 2.259
N 0.235 0.206 0.254
C 1.162 -0.414 -0.388
C 0.849 -0.526 -1.844
C -0.689 -0.381 -1.763
C -0.828 0.678 -0.689
H -0.908 -1.389 1.913
H -0.909 1.531 3.169
H 2.032 -0.817 0.112
H 1.342 0.247 -2.423
H 1.112 -1.536 -2.144
H -1.079 -1.342 -1.435
H -1.208 -0.146 -2.683
H -1.788 0.760 -0.199
H -0.497 1.639 -1.069
```

Want to see where the charge sits? The natural (NBO) charges in e are: -1.017 2.469 -0.958 -0.966 -0.599 0.348 -0.494 -0.405 -0.223 0.519 0.540 0.270 0.281 0.268 0.219 0.263 0.248 0.237

***

Entry 7:
This record from the Open Molecules 2025 dataset describes C4H9NO4 in the gas phase. The level of theory is the ωB97M-V functional and the def2-TZVPD basis.

Values from the calculation:
energy above the lowest of the compared OMol25 structures with the same formula, charge and spin: 8.033 eV
orbital gap: 9.10 eV
calculated total energy: -513.28234 Eh
total charge: 0
SMILES: CCO[C@@H](C)OON=O
2S+1: 1

```
18
C4H9NO4, DFT the ωB97M-V functional and the def2-TZVPD basis
C -2.638 0.560 0.200
C -1.180 0.625 0.490
O -0.667 -0.512 -0.168
C 0.698 -0.621 0.106
C 1.226 -2.026 -0.157
O 1.641 0.168 -0.645
O 0.952 1.502 -0.643
N 2.411 2.368 -0.638
O 3.236 1.809 -1.221
H -3.081 1.502 0.584
H -2.868 0.410 -0.894
H -3.037 -0.320 0.746
H -0.736 1.539 0.116
H -1.015 0.550 1.569
H 1.027 -0.401 1.169
H 1.187 -2.236 -1.251
H 2.252 -2.201 0.233
H 0.591 -2.715 0.404
```

Want to see where the charge sits? The natural (NBO) charges in e are: -0.620 -0.078 -0.517 0.357 -0.640 -0.314 -0.306 0.451 -0.144 0.208 0.219 0.206 0.207 0.162 0.141 0.224 0.221 0.223

***

Copy entry 3 word for word.
This record from the Open Molecules 2025 dataset describes 2 unconnected molecules or ions with the total composition C4H9NO3. The level of theory is the ωB97M-V functional and the def2-TZVPD basis.

Values from the calculation:
energy above the lowest of the compared OMol25 structures with the same formula, charge and spin: 1.498 eV
orbital gap: 10.37 eV
calculated total energy: -438.27403 Eh
total charge: 0
SMILES: CN(C=O)CC=O.O
2S+1: 1

```
17
C4H9NO3, DFT the ωB97M-V functional and the def2-TZVPD basis
C -0.174 -0.977 -1.318
N -0.253 0.300 -0.629
C 0.284 1.412 -1.177
O 0.064 2.536 -0.769
C -1.276 0.486 0.386
C -0.655 0.757 1.739
O -0.967 0.138 2.722
H -0.190 -1.783 -0.587
H -0.970 -1.128 -2.057
H 0.772 -1.052 -1.864
H 0.946 1.256 -2.038
H -1.878 -0.407 0.452
H -1.927 1.313 0.105
H 0.124 1.539 1.780
O 2.166 -1.677 0.788
H 1.763 -0.803 0.744
H 2.169 -1.911 1.724
```

Want to see where the charge sits? The natural (NBO) charges in e are: -0.415 -0.445 0.525 -0.613 -0.335 0.430 -0.506 0.225 0.193 0.220 0.125 0.225 0.239 0.130 -0.942 0.467 0.476

***

- Which of these has the lowest calculated total energy?
  C4H9NO3P